1.
112
Properties=species:S:1:pos:R:3 method="wB97M-V/def2-TZVPD" e_tot_ev=-182096.2190 total_charge=+2 homo_lumo_gap_ev="3.516 / 3.160"
C -0.57104 -12.89758 8.54351
H 5.14976 -13.97246 11.10506
H -0.06306 -23.77611 8.42509
Sn 2.85801 -20.38518 9.83306
C 6.00928 -22.09987 7.88593
H 1.67841 -20.54723 15.29551
C 0.19630 -24.12356 10.89896
C 6.08067 -19.98094 11.04218
N 3.01245 -17.75590 9.46737
C 3.47174 -23.90107 6.90061
H 6.02639 -20.58040 6.37906
H 7.91377 -22.33545 6.91362
H 3.05087 -22.42015 13.90954
C 4.81783 -24.54834 11.22827
P 1.53385 -20.39113 12.11071
C -0.72261 -19.08950 13.33257
H 11.42449 -22.03875 12.38827
F -0.62490 -18.13383 6.04618
C 5.51461 -24.20245 9.89665
C -3.92628 -18.39292 7.51919
C -0.10911 -18.45564 10.96428
H 4.55919 -25.84578 8.83197
C 7.25252 -19.41630 11.58639
H 6.02671 -21.05779 11.06024
H 4.48835 -21.43190 14.25757
C 0.65876 -21.95471 11.97975
P 4.73108 -22.71589 9.10170
C 2.84597 -20.28753 13.46680
H 5.94086 -25.14226 7.94891
C 2.96989 -14.99419 9.87415
C 4.04393 -15.69805 10.40773
C 0.91489 -23.85090 8.01111
H -1.13435 -18.76157 10.74032
H 6.79073 -23.66271 6.48306
H 7.52162 -23.64796 8.10618
S 10.08810 -20.01527 12.10540
C -1.38356 -19.71233 7.69052
F -2.35838 -21.09408 9.37511
C 2.39036 -19.81344 14.84687
F -4.74949 -19.75536 9.26432
H 0.51550 -18.85006 10.12733
C 0.68992 -13.43500 8.94327
C 5.56765 -25.39960 8.95744
H -1.92064 -23.55465 13.52114
H -1.51289 -25.20518 11.63262
C -2.49075 -20.07792 8.50015
C 0.94077 -22.88901 10.90033
H 6.26572 -26.20935 9.32299
H 2.94501 -13.90024 9.96680
H 3.26025 -19.71533 15.49905
H 1.55005 -12.83162 9.29941
H 1.93825 -18.82439 14.77033
C 6.26469 -17.22879 11.20780
C 3.66342 -21.55938 13.52507
H -0.80890 -11.81595 8.56407
C 1.10860 -24.29911 6.72702
H 4.15108 -21.83523 12.56596
C 8.33411 -20.33283 12.03046
C 1.90877 -15.64255 9.18355
F -5.15533 -17.81403 7.40283
H 4.95915 -21.91010 5.95146
F -3.09051 -17.01526 5.77316
C 9.24900 -22.43386 12.41196
H 3.88814 -25.15620 11.05794
H 4.53205 -23.65653 11.81056
H -0.30735 -21.73447 13.92794
C -0.85557 -24.33844 11.76596
H 4.41609 -20.68956 7.16613
H -0.34510 -19.42545 14.30733
C -0.22481 -22.33502 13.01503
C 5.13207 -17.90452 10.58650
S -0.81378 -15.44523 8.27703
H 8.18037 -17.45550 12.05474
C -1.08608 -23.42804 12.81033
H 7.05699 -22.05982 12.39719
C 5.28278 -21.30182 6.80340
H -1.43142 -19.82473 12.94285
H 1.28921 -17.55133 8.32679
C 7.09633 -22.99341 7.31603
C 5.16665 -15.06573 11.02576
C 4.00959 -17.11802 10.15043
C -2.86738 -18.00465 6.67560
Se 0.23949 -20.57398 7.84813
H 0.25044 -24.66784 6.17773
C 10.41366 -21.68562 12.30984
C -1.43701 -13.85838 8.16579
C -1.63069 -18.65491 6.79460
C 1.98544 -23.27473 8.74002
H 0.50158 -24.89974 10.16224
H 4.47066 -23.94494 6.52644
C 0.72637 -14.81921 8.87558
H 6.49293 -21.35198 8.53223
H -2.44959 -13.69072 7.80700
H 3.48488 -19.48953 13.02713
H 1.09064 -18.12509 12.66409
C 0.41826 -18.92575 12.32555
C -3.73011 -19.45736 8.42589
H -1.20902 -18.12075 13.53078
H -0.10835 -17.35193 10.93250
C 2.36646 -24.31686 6.15316
C 2.04133 -17.01856 8.92318
C 8.08704 -21.67864 12.29590
H 7.17952 -15.32927 11.79273
C 6.26914 -15.81290 11.37617
C 7.31055 -18.01379 11.66663
N 5.06304 -19.25545 10.53137
H 5.54137 -25.12666 11.87199
C 3.29374 -23.40400 8.17869
N 1.82002 -22.54790 9.91356
H 9.27889 -23.49642 12.62040
H 2.50928 -24.63471 5.08601
H 6.54660 -23.90865 10.10901

---

2.
109
Properties=species:S:1:pos:R:3 method="wB97M-V/def2-TZVPD" e_tot_ev=-130415.6260 homo_lumo_gap_ev="6.182 / 6.221" spin_multiplicity=2 s_squared=0.762
H 5.35648 -4.47258 0.78659
C -5.93699 -1.74037 0.78422
C -6.32092 4.56275 3.57267
H 4.24282 0.47860 2.17685
H 0.56987 -5.37656 0.95241
C -6.20827 3.35057 2.90423
P 2.69957 -1.16947 -1.80990
H 4.40193 2.32934 -0.23792
C -2.59860 0.74052 -1.25154
H 2.08907 3.71183 0.22631
H -2.33295 -2.44107 -4.13996
C 4.20468 -3.03739 -0.31281
H 2.43824 -0.75005 -4.80533
C -6.29336 -1.71708 2.12562
Sb -1.92773 0.10902 0.65340
H -3.87169 2.90717 -0.05733
H 2.95327 3.76441 -3.41568
C -3.95689 4.90620 3.29539
H -4.91745 1.97088 1.92082
C 4.83545 -4.27221 -0.14152
C 3.52651 -2.77239 -1.50701
C -1.37370 -2.20720 -3.69577
H -7.25245 -2.10877 2.44067
H 5.30825 -6.18096 -0.98793
H -3.52477 -0.25766 3.40032
H 1.94518 -3.34938 1.29766
I 2.12760 1.47730 2.23386
H -1.12753 0.00838 7.17039
C -0.82520 -0.94190 -3.84766
C 4.81899 -5.22851 -1.14170
C -0.99604 0.48149 3.81626
C 4.34825 -0.01088 -5.42036
C 2.64665 3.97960 -0.66886
H 0.99801 -1.13190 0.98308
H 5.34998 -0.20724 -1.70346
H 4.19194 -5.67242 -3.14665
C -4.97352 2.92543 2.43388
H -3.08712 5.53607 3.45231
C 5.98791 0.26772 -3.68792
Co 2.63248 0.19576 0.02973
C -0.69770 -3.16419 -2.95464
C -1.28286 0.47167 6.20398
H 3.88327 2.26036 -3.41314
H 4.53788 3.70288 -2.61296
H 3.06438 -3.51290 -3.46090
C -3.82227 3.68748 2.63161
C 0.90908 -3.25652 0.99898
H -5.68737 -1.15486 4.10542
H -2.70086 2.61853 -2.26172
H 5.04158 -2.46706 1.61365
H -1.35581 -0.17687 -4.39974
C 3.62441 3.14292 -2.82668
C -1.18830 -4.25604 0.42717
C 2.94870 2.75524 -1.52627
C -1.74547 -2.99290 0.27815
C 3.42636 -0.46000 -4.48096
O 1.26977 1.10951 -0.91636
H -5.26727 6.29389 4.27798
H -1.80295 -5.13436 0.27036
C 4.18809 -4.94694 -2.34370
C 3.77916 -0.53181 -3.13860
C -1.70103 1.67120 3.68977
H -7.28399 4.89756 3.93715
H -3.68159 0.60783 -1.25716
H -0.23767 -1.05116 5.10994
H 2.06630 4.69190 -1.25517
H -0.55278 0.00247 2.95144
C 4.43492 -2.09244 0.79336
O 4.81619 -0.27688 1.90742
H 1.02993 -3.62012 -1.79438
C -4.70985 -1.22884 0.38425
H 0.78042 0.37304 -3.37369
C -2.79068 3.02405 -0.15755
C 1.61420 2.02586 -1.76995
N 4.14163 -0.85153 0.85284
H -2.33907 2.16374 6.99672
C -0.98976 -1.83555 0.47532
H -2.56889 4.08600 -0.29165
C -3.81272 -0.69451 1.31157
C -4.18553 -0.67928 2.65480
H 6.34035 0.70070 -5.76153
Sb -1.88172 3.00814 1.91507
H -2.79366 -2.92055 0.01678
H -1.18364 2.36675 -1.44893
H 3.58099 4.46522 -0.37006
C 5.06879 -0.16492 -2.74941
H -2.16555 0.15203 -2.05972
C -5.19109 5.34328 3.76413
C -2.15673 2.27059 4.86456
C 0.40135 -0.63586 -3.27760
C -0.79155 -0.12175 5.05159
H 4.06125 0.04967 -6.46208
H -7.08404 2.73237 2.74679
C 0.53307 -2.86735 -2.38895
H -2.69383 3.21104 4.82526
O 3.80716 1.82952 -0.80774
C 3.55440 -3.72698 -2.51935
H -6.61630 -2.15155 0.04742
C 1.10650 -1.60992 -2.56840
H 6.98517 0.54864 -3.37516
H -4.45732 -1.25538 -0.67025
C -5.41575 -1.18561 3.05759
C 0.14053 -4.39354 0.80236
C -1.96005 1.67870 6.10513
C 0.34982 -1.99536 0.82854
C 5.62562 0.35187 -5.02741
C -2.25705 2.22790 -1.33871
O 0.92446 2.37785 -2.71391
H -1.13093 -4.14392 -2.80001